Entry 1:
{"formula": "C7H24O7", "method": "ωB97M-V with the def2-TZVPD basis set", "species": ["C", "C", "C", "C", "C", "C", "C", "O", "H", "H", "H", "H", "H", "H", "H", "H", "H", "H", "H", "H", "O", "H", "H", "O", "H", "H", "O", "H", "H", "O", "H", "H", "O", "H", "H", "O", "H", "H"], "coordinates": [[1.60950, -3.27200, -0.15709], [2.58046, -2.39176, -0.39452], [2.36129, -0.96978, -0.71310], [1.57736, -0.57390, -1.71450], [1.25104, 0.84306, -1.99098], [-0.30000, 1.07978, -2.07829], [-1.13576, -0.04948, -2.66630], [-1.14854, -1.29906, -1.91604], [0.55354, -2.92956, -0.00226], [1.61065, -4.34648, -0.06995], [3.58419, -2.73895, -0.65373], [3.04751, -0.35924, -0.13499], [1.05770, -1.31461, -2.29874], [1.63502, 1.39542, -1.08398], [1.78621, 1.11173, -2.89834], [-0.68993, 1.37842, -1.13335], [-0.49458, 2.00094, -2.57414], [-2.19389, 0.13209, -2.82314], [-0.79137, -0.40467, -3.67267], [-0.93788, -1.04849, -1.01523], [-0.20898, 3.03667, 1.42007], [-0.09305, 3.95504, 1.19061], [-0.30307, 2.46293, 0.66158], [-3.02042, -2.27211, 0.69291], [-3.06778, -1.32418, 0.53201], [-3.21870, -2.81307, -0.06919], [-1.36673, 1.32651, 3.32109], [-0.94089, 1.99723, 2.78021], [-1.15660, 1.42087, 4.24814], [-3.59404, 0.54385, 1.93439], [-2.95311, 1.26595, 2.09097], [-3.33502, 0.05166, 2.71785], [0.05630, -0.16570, 1.47128], [0.46499, -0.79029, 0.87543], [-0.10291, -0.36090, 2.38920], [2.57351, 2.22563, 1.27142], [1.93967, 1.47250, 1.43581], [3.36434, 1.72396, 1.02760]], "mulliken_charge": [-0.620, -0.215, -0.585, 0.001, -0.198, -0.247, -0.725, -0.462, 0.023, 0.323, 0.313, 0.270, 0.491, 0.152, 0.359, -0.094, 0.480, 0.384, 0.274, 0.231, -0.665, 0.241, 0.301, -0.632, 0.320, 0.302, -0.613, 0.394, 0.250, -0.653, 0.359, 0.296, -0.447, 0.151, 0.218, -0.607, 0.333, 0.297], "e_above_lowest_ev": 1.8675, "smiles": "C=C/C=C/CCCO.O.O.O.O.O.O", "homo_ev": -9.30, "orbital_gap_ev": 9.7, "lumo_energy_ev": 0.372}



Entry 2:
{"formula": "C31H33ClN2O2Si2V", "method": "ωB97M-V with the def2-TZVPD basis set", "species": ["C", "C", "C", "H", "C", "C", "H", "H", "H", "H", "V", "Si", "C", "C", "H", "C", "H", "C", "H", "C", "H", "C", "H", "C", "C", "H", "C", "H", "C", "H", "C", "H", "C", "H", "H", "Si", "C", "C", "H", "C", "H", "C", "H", "C", "H", "C", "H", "C", "C", "H", "C", "H", "C", "H", "C", "H", "C", "H", "H", "Cl", "C", "O", "C", "O", "N", "N", "H", "H", "H", "H", "H", "H"], "coordinates": [[-0.89077, -0.21183, 0.59512], [-1.40300, 0.27305, -0.65871], [-1.45557, -0.83264, -1.56504], [-1.78217, 1.27913, -0.86132], [-0.98747, -1.99264, -0.87728], [-0.65279, -1.61752, 0.45835], [-0.32222, -2.28472, 1.25066], [-0.86265, 0.34623, 1.53175], [-1.86394, -0.80986, -2.57186], [-0.94687, -2.99556, -1.29086], [0.61722, -0.50112, -0.92578], [1.49592, 0.56873, -4.07915], [0.39685, 2.14967, -4.17656], [0.88737, 3.36229, -4.66514], [1.94936, 3.43832, -4.90974], [0.00923, 4.42087, -4.90786], [0.39506, 5.35816, -5.30710], [-1.35834, 4.26981, -4.66245], [-2.04198, 5.09304, -4.86270], [-1.85031, 3.06100, -4.15374], [-2.92102, 2.92136, -3.97469], [-0.96303, 2.01822, -3.87951], [-1.33505, 1.07188, -3.46853], [0.54087, -1.14820, -4.54562], [-0.80308, -1.12689, -5.03749], [-1.27963, -0.18380, -5.35644], [-1.55895, -2.30563, -5.06840], [-2.55991, -2.28004, -5.51142], [-1.04947, -3.49469, -4.54186], [-1.63841, -4.41285, -4.60184], [0.18983, -3.49329, -3.90264], [0.54770, -4.40987, -3.42293], [0.97368, -2.34094, -3.87021], [1.90882, -2.32662, -3.29630], [0.71333, 0.30924, -2.79307], [1.05692, -0.00570, -6.32798], [1.41166, -1.42079, -7.42270], [0.73840, -1.49617, -8.65777], [0.44666, -0.57797, -9.18044], [0.36367, -2.75256, -9.15510], [-0.25306, -2.81839, -10.05412], [0.75505, -3.91431, -8.48694], [0.40019, -4.89194, -8.82506], [1.61343, -3.82558, -7.38619], [1.96742, -4.72731, -6.89423], [1.99530, -2.58177, -6.89204], [2.66603, -2.49803, -6.04078], [0.57396, 1.47159, -7.44819], [-0.79428, 1.66305, -7.66961], [-1.50635, 0.90178, -7.32623], [-1.27333, 2.81473, -8.30775], [-2.34617, 2.94284, -8.42485], [-0.38351, 3.77614, -8.78391], [-0.76796, 4.67803, -9.26565], [0.98776, 3.57220, -8.63093], [1.67935, 4.32140, -9.01633], [1.47016, 2.42110, -7.98880], [2.54322, 2.27534, -7.87761], [2.40750, 0.87916, -5.19150], [3.29730, 0.28055, -2.95370], [2.95581, 0.04500, 3.31457], [3.35731, -0.48000, 2.00217], [2.56602, -0.24579, 0.96936], [2.64779, -0.90213, -0.09139], [1.65422, 0.76294, 1.10408], [1.24817, 1.32170, -0.18705], [1.91247, -0.20097, 3.55325], [3.12989, 1.12662, 3.37274], [3.61714, -0.46765, 4.00755], [1.81831, 1.46639, 1.83140], [2.03507, 1.79351, -0.66370], [0.53786, 2.04726, -0.03618]], "mulliken_charge": [-0.654, -0.605, -0.272, 0.543, -0.791, -0.561, 0.521, 0.454, 0.879, 0.585, 0.672, 0.205, 0.514, -0.255, 0.441, -0.618, 0.475, -0.628, 0.449, -1.091, 0.479, -0.179, 0.507, 2.720, -0.830, 0.167, -0.995, 0.494, -0.705, 0.500, -0.875, 0.512, -0.699, 0.543, -0.163, 0.208, 0.505, -0.695, 0.415, -0.545, 0.434, -0.607, 0.429, -0.352, 0.455, -0.683, 0.542, 0.530, 0.226, 0.363, -0.853, 0.428, -0.522, 0.430, -0.671, 0.438, -0.453, 0.493, -0.210, -0.346, -0.806, -0.327, 0.751, -0.552, -0.025, -0.654, 0.364, 0.328, 0.274, 0.291, 0.316, 0.344], "s2": 0.76, "homo_ev": [-12.49, -11.89], "orbital_gap_ev": [5.3, 4.7], "multiplicity": 2, "total_charge": 2, "lumo_energy_ev": [-7.195, -7.201]}



Entry 3:
{"formula": "C2CuFO", "method": "ωB97M-V with the def2-TZVPD basis set", "species": ["C", "C", "O", "F", "Cu"], "coordinates": [[-1.51959, -0.60770, -0.71813], [-0.46404, 0.10153, -0.24070], [0.42870, -0.49073, 0.45033], [-0.68354, 1.41025, 0.04831], [2.23848, -0.41334, 0.46019]], "mulliken_charge": [-0.693, 0.814, -0.703, -0.182, 0.763], "e_above_lowest_ev": 0.0000, "s2": 2.01, "homo_ev": [-7.36, -8.87], "orbital_gap_ev": [5.2, 6.6], "multiplicity": 3, "lumo_energy_ev": [-2.132, -2.280]}



Number 1: electronic energy -807.70484 hartree. Number 2: electronic energy -3443.57892 hartree. Number 3: electronic energy -1891.54866 hartree.